<1>
The following is a quantum chemistry calculation of a cluster of 2 separate species, C3H8N2O in total, from the OMol25 dataset.

Positions of all 14 atoms, in Å:
C1 -2.77799 0.83502 -0.04151
N1 -2.01904 -0.23332 0.06837
O1 -2.44478 -1.31013 0.62330
H1 -2.53125 1.79707 -0.48669
H2 -3.79227 0.60129 0.17160
H3 -0.86059 -0.24819 0.09304
C2 0.91405 -1.61544 -0.26147
N2 0.70939 -0.33747 -0.35159
C3 1.74263 0.51453 0.11492
H4 0.15160 -2.20363 -0.54000
H5 1.88315 -2.05244 0.11743
H6 1.18346 1.12242 0.99101
H7 2.59118 -0.01284 0.45769
H8 2.05928 1.25743 -0.78395

The calculation puts the gap between HOMO and LUMO (alpha / beta) at 0.323 / 0.323 Ha. For the molar mass, the calculation gives 88.1 g mol⁻¹.

Here are the Löwdin charges for atoms 1 to 8, given in e:
1. C 0.02
2. N -0.24
3. O -0.18
4. H 0.06
5. H 0.06
6. H 0.12
7. C 0.03
8. N -0.15

=====

<2>
The following is a quantum chemistry calculation of a cluster of 2 separate species, C3H8N2O in total, from the OMol25 dataset.

Positions of all 14 atoms, in Å:
H1 1.64462 0.65403 2.16075
N1 0.95144 0.03977 1.74831
C1 1.46586 -1.10999 1.50933
N2 0.82057 -2.02318 0.74443
H2 2.38106 -1.49562 1.97684
H3 0.13820 -1.70417 0.07271
H4 0.96269 -3.01015 0.83501
C2 -1.74526 1.39176 -2.14784
C3 -1.05535 1.38143 -1.01896
O1 -0.80928 0.26717 -0.29512
H5 -1.85676 2.32709 -2.68149
H6 -2.14628 0.55192 -2.69409
H7 -0.52727 2.26683 -0.68566
H8 -0.22423 0.46310 0.47577

The calculation puts the gap between HOMO and LUMO at 0.344 Ha. For the molar mass, the calculation gives 88.1 g mol⁻¹.

Here are the Löwdin charges for atoms 1 to 8, given in e:
1. H 0.05
2. N 0.05
3. C -0.34
4. N 0.10
5. H 0.12
6. H 0.08
7. H 0.09
8. C -0.01

=====

<3>
The following is a quantum chemistry calculation of the molecule C3H8N2O, from the OMol25 dataset.

Positions of all 14 atoms, in Å:
C1 -1.06872 1.28586 0.78525
N1 -0.13035 0.30084 0.18538
C2 1.31548 0.01501 0.56768
C3 -0.65440 -0.53062 -0.76089
N2 0.38571 -1.40536 -1.19379
O1 -1.79673 -0.53720 -1.18877
H1 -2.03474 1.20399 0.26574
H2 -1.28634 1.11627 1.84852
H3 -0.74244 2.32635 0.67134
H4 1.96892 -0.41582 -0.21228
H5 1.79876 0.93574 0.86914
H6 1.36179 -0.74972 1.35413
H7 0.71098 -1.16951 -2.11640
H8 0.17208 -2.37583 -1.07504

The calculation puts the gap between HOMO and LUMO at 0.368 Ha. For the molar mass, the calculation gives 88.1 g mol⁻¹.

Here are the Löwdin charges for atoms 1 to 8, given in e:
1. C -0.04
2. N -0.11
3. C -0.05
4. C -0.58
5. N 0.07
6. O 0.05
7. H 0.08
8. H 0.08

=====

Top of the stability list: <3>, leading by 0.376 eV.